[1]
This record from the OMol25 dataset describes a cluster of 4 separate species, C28H51BrN4O9 in total at a distorted geometry. The level of theory is wB97M-V/def2-TZVPD.

- energy above the lowest of the compared OMol25 structures with the same formula, charge and spin (kcal per mole) = 0.00
- LUMO level (eV) = -0.81
- charge = 0
- 2S+1 = 1
- max |F| (Eh/bohr) = 0.032
- Kohn-Sham gap (eV) = 7.6

```
93
Properties=species:S:1:pos:R:3:forces:R:3
C 2.200274 4.254109 1.431577 0.1 0.3 0.2
C 2.229826 3.070187 1.225935 -1.0 -0.6 -1.1
C 1.836437 1.722884 0.842039 1.3 0.0 0.0
C 1.062679 1.013269 1.673496 0.6 -0.6 -0.2
N 0.617511 1.465703 2.921538 0.3 -1.5 -0.5
C 0.654419 -0.367089 1.168785 0.2 0.8 0.1
O -0.422536 -0.809572 1.474596 -0.1 -0.6 0.2
C 1.631990 -1.091841 0.265088 -0.5 0.4 0.6
C 2.403445 -0.390161 -0.560094 0.3 -0.1 0.0
C 3.352269 -1.162974 -1.486280 -1.0 -0.3 -0.9
C 4.021575 -0.322892 -2.585793 0.2 -0.1 0.5
O 4.725127 0.593850 -2.372329 0.3 0.0 -0.1
Br 3.695894 -0.884354 -4.453270 -0.1 0.2 0.5
C 2.258746 1.120671 -0.507527 -0.3 0.7 1.4
O 2.421877 1.857225 -1.439433 0.5 -0.3 -0.6
H 2.098103 5.308774 1.597236 0.3 -0.3 0.0
H 0.249985 0.656806 3.420844 -0.4 0.4 0.1
H 1.405783 1.793845 3.472715 -0.3 0.6 -0.1
H 1.665175 -2.183246 0.316973 -0.3 0.3 -0.1
H 4.081732 -1.723901 -0.879225 0.1 0.6 -0.3
H 2.752990 -1.935210 -1.999556 0.2 0.3 0.2
C 1.011362 -8.279455 -4.258635 0.0 0.1 0.2
O 2.241945 -8.296442 -3.560383 -0.1 -0.1 -0.3
C 3.352359 -8.763115 -4.319233 0.4 0.0 0.2
C 4.227638 -7.628858 -4.837673 -0.3 0.0 -0.1
N 3.581332 -6.866193 -5.900254 0.0 0.2 0.2
C 4.151752 -5.542943 -6.167483 0.0 -0.1 -0.1
C 4.402190 -4.562410 -5.015468 0.1 0.1 -0.1
O 3.246604 -3.974686 -4.443165 0.0 -0.3 0.1
C 2.465375 -4.838300 -3.641895 -0.1 0.2 -0.1
H 0.212590 -8.208725 -3.520448 0.1 -0.1 0.0
H 0.924473 -7.404394 -4.909704 -0.1 -0.1 -0.1
H 0.867449 -9.186399 -4.850420 0.0 0.0 0.0
H 3.035549 -9.437485 -5.120911 -0.1 0.1 -0.1
H 3.958061 -9.351544 -3.624542 0.0 0.0 0.0
H 5.160791 -8.053717 -5.220971 0.0 0.0 0.0
H 4.472508 -7.003792 -3.973014 0.1 -0.1 0.1
H 2.600357 -6.756776 -5.692863 0.0 0.0 0.0
H 3.477827 -5.052672 -6.873148 0.1 0.0 0.0
H 5.101440 -5.689709 -6.694627 0.0 0.1 0.1
H 4.963421 -3.724097 -5.436726 0.0 0.0 0.0
H 5.043874 -4.983535 -4.232708 -0.1 -0.1 0.1
H 3.077653 -5.484221 -3.007886 0.0 -0.1 -0.1
H 1.797953 -5.430021 -4.269934 0.0 -0.2 0.2
H 1.832394 -4.225828 -2.996624 0.1 0.1 0.0
C -5.083679 3.486938 6.885489 0.0 0.0 -0.2
O -4.340724 4.643816 6.551811 -0.1 -0.2 0.3
C -3.659743 5.251606 7.643716 0.2 0.3 -0.2
C -2.175402 4.908843 7.674516 -0.2 -0.2 0.0
N -1.930952 3.520274 8.050534 0.0 0.0 -0.3
C -0.604461 2.997076 7.715060 -0.1 0.0 0.1
C -0.039555 3.172820 6.299943 0.1 -0.1 0.0
O -0.635501 2.372909 5.293188 0.1 0.1 0.2
C -1.936872 2.763630 4.903486 0.0 -0.3 -0.1
H -5.785230 3.298133 6.073055 0.0 0.1 0.0
H -4.444797 2.602616 6.969128 0.0 -0.1 0.1
H -5.644026 3.617738 7.814242 0.0 0.0 0.0
H -4.152296 5.032084 8.596200 0.0 -0.2 0.0
H -3.742437 6.329559 7.479778 0.0 0.0 0.0
H -1.679210 5.565958 8.395842 0.0 0.0 0.0
H -1.780981 5.141420 6.680374 0.0 0.1 0.0
H -2.626875 2.925217 7.627497 0.0 0.0 0.0
H -0.632646 1.925670 7.924902 0.1 0.0 0.0
H 0.113676 3.433490 8.419051 0.1 0.0 -0.1
H 1.003080 2.844952 6.339316 0.0 0.0 0.0
H -0.007355 4.221754 5.984021 -0.2 0.0 0.0
H -2.036385 3.847970 4.819558 0.0 0.0 0.1
H -2.672674 2.357250 5.599336 -0.2 0.2 0.0
H -2.145082 2.324294 3.926952 0.2 0.0 0.0
C -2.541448 1.913271 -4.955749 0.2 0.1 0.0
O -2.807612 3.166814 -4.356907 -0.2 -0.3 -0.1
C -4.073856 3.266264 -3.715779 0.0 0.4 0.2
C -3.979085 3.117648 -2.202266 0.1 -0.3 -0.2
N -3.669399 1.751802 -1.794277 0.2 0.1 0.0
C -3.161646 1.598018 -0.428113 -0.1 -0.1 -0.1
C -2.007655 2.475967 0.068685 0.0 -0.1 0.2
O -0.733075 2.174671 -0.467694 -0.2 0.0 0.3
C -0.520588 2.538970 -1.809582 0.1 -0.2 -0.3
H -1.716983 2.048932 -5.655524 0.0 0.1 0.0
H -2.218006 1.171096 -4.219812 -0.1 -0.1 0.0
H -3.408635 1.530317 -5.499430 0.0 0.0 0.0
H -4.800575 2.573506 -4.152127 0.1 -0.2 0.0
H -4.430458 4.279183 -3.922969 0.0 0.0 0.0
H -4.936454 3.413000 -1.760595 0.0 0.0 0.0
H -3.219006 3.829979 -1.866057 -0.1 0.1 0.0
H -2.999646 1.349388 -2.432208 0.0 0.1 0.0
H -2.845447 0.557039 -0.330431 0.0 0.0 0.1
H -4.005553 1.732739 0.258780 0.1 0.1 0.0
H -1.912719 2.287865 1.142142 0.0 0.0 0.0
H -2.217978 3.547671 -0.025593 0.0 0.0 -0.2
H -0.933473 3.518211 -2.066086 -0.2 -0.1 0.0
H -0.924305 1.761672 -2.464218 -0.1 0.2 -0.2
H 0.553533 2.569194 -1.969790 -0.1 0.1 0.0
```
Positions in Å, forces in eV/Å.

[2]
This record from the OMol25 dataset describes a cluster of 8 separate species, C28H51N2O25 in total at a distorted geometry. The level of theory is wB97M-V/def2-TZVPD.

- LUMO level (eV) = 2.03
- charge = -1
- 2S+1 = 1
- max |F| (Eh/bohr) = 0.190
- Kohn-Sham gap (eV) = 7.2

```
106
Properties=species:S:1:pos:R:3:forces:R:3
C -0.801551 -4.688805 0.196770 -1.5 8.2 -5.1
C -0.990417 -3.411700 -0.412845 1.2 -8.7 3.2
C -1.186060 -2.065575 -1.364419 -0.5 -0.9 0.2
C 0.176681 -1.623743 -2.174909 -0.7 -0.6 -1.3
C 0.993061 -2.970487 -2.629995 -0.4 -0.8 -1.1
N 1.009834 -0.566198 -1.486569 0.3 -1.8 -0.1
C 2.090342 -1.145026 -0.601144 1.5 -0.3 -2.2
O 2.462279 -0.120399 0.426296 0.8 -2.0 -2.7
N 1.348550 0.664317 0.496410 -1.9 -0.8 5.3
O 0.843662 0.340545 1.575574 0.2 2.2 -3.0
C -0.357090 -0.920179 -3.595749 -2.4 3.3 -5.4
O 0.476016 -0.869128 -4.664389 -2.9 -0.7 5.6
O -1.678542 -0.293862 -3.765536 6.4 -3.6 2.2
H -0.759187 -5.869244 0.370948 -0.1 3.5 -0.3
H -1.974664 -2.376760 -2.205146 1.8 0.6 1.9
H -1.690065 -1.200006 -0.757161 1.3 -1.7 -1.1
H 1.446921 -3.600711 -1.754860 -0.9 1.4 -1.5
H 0.190602 -3.680176 -3.156887 1.7 1.5 1.2
H 1.812654 -2.774889 -3.474119 -1.8 0.0 2.0
H 1.417575 0.060619 -2.219470 -0.4 -0.9 1.0
H 1.824325 -2.164928 -0.092784 0.0 2.2 -0.8
H 3.039890 -1.321114 -1.297705 -1.6 0.3 1.9
C -5.025278 5.213129 -3.182353 -0.2 0.1 0.3
O -4.333696 4.787843 -4.354928 0.5 -0.3 0.0
C -3.302741 3.938031 -4.117677 0.7 -0.7 0.2
O -2.944729 3.532951 -3.022865 -0.7 0.8 -1.5
O -2.739199 3.617185 -5.309676 -1.0 0.9 1.0
C -1.632720 2.722376 -5.213654 0.6 -0.8 0.1
H -5.828462 5.888451 -3.489883 0.2 -0.2 -0.2
H -5.473408 4.357654 -2.666719 0.2 0.1 0.0
H -4.352312 5.760328 -2.514318 -0.1 -0.3 0.0
H -1.945148 1.767233 -4.779233 0.2 0.1 0.1
H -0.824054 3.169906 -4.626834 -0.2 -0.1 0.0
H -1.260837 2.535007 -6.224677 -0.3 0.2 0.1
C -0.313866 -1.971323 3.091045 0.2 0.3 -0.9
O -0.885743 -2.207332 4.376090 -0.1 -1.4 1.1
C -0.747848 -3.481103 4.823115 0.4 -0.1 -1.0
O -0.194947 -4.393570 4.229332 -0.8 1.3 1.1
O -1.331835 -3.563582 6.045220 0.4 -0.5 -0.9
C -1.262976 -4.857000 6.642319 0.0 -0.4 0.2
H -0.482450 -0.922020 2.833595 -0.1 -0.3 0.4
H 0.765744 -2.151956 3.109767 -0.2 -0.1 -0.1
H -0.798782 -2.594107 2.332379 0.2 0.0 0.2
H -0.221285 -5.153089 6.803083 -0.2 0.0 -0.2
H -1.785812 -5.595241 6.025695 0.3 0.1 0.0
H -1.760282 -4.807225 7.614831 0.0 0.3 -0.2
C -1.661987 -1.115978 7.063616 -0.1 -0.1 -0.4
O -1.828933 -0.433167 8.304575 0.7 1.2 0.6
C -0.992227 0.620827 8.478807 0.2 -0.2 -0.6
O -0.148037 1.005165 7.684765 -1.2 -0.5 1.2
O -1.257600 1.172932 9.689650 0.1 -0.4 -0.7
C -0.446330 2.301240 10.010526 0.2 0.3 0.1
H -2.380942 -1.939267 7.031426 0.2 0.5 0.3
H -1.868589 -0.445552 6.223152 0.2 -0.1 0.2
H -0.653927 -1.536065 6.986664 -0.3 0.3 0.0
H -0.604290 3.108388 9.287898 0.2 -0.2 0.0
H 0.610371 2.017876 10.051411 -0.2 0.1 -0.2
H -0.744173 2.661531 10.998985 -0.1 -0.3 -0.2
C 2.340951 7.484695 -4.294517 0.5 0.0 0.0
O 0.929951 7.376554 -4.117125 -0.7 0.0 -0.8
C 0.223705 7.329670 -5.274863 0.0 -0.1 -0.4
O 0.691002 7.371767 -6.402132 -0.6 0.0 1.6
O -1.092520 7.227922 -4.960884 1.2 0.1 0.0
C -1.962123 7.168479 -6.089802 -0.4 -0.1 -0.5
H 2.804789 7.514092 -3.304706 -0.4 0.0 -0.1
H 2.730499 6.613772 -4.831435 -0.1 0.2 0.0
H 2.594041 8.410670 -4.820916 -0.1 -0.2 -0.1
H -1.744681 6.284881 -6.698575 0.0 0.2 0.1
H -1.881138 8.081778 -6.688055 0.1 -0.2 0.0
H -2.988658 7.088380 -5.721858 0.3 0.0 0.2
C 2.623877 -2.853061 5.571681 -0.3 0.2 0.4
O 3.315458 -3.278347 4.399106 1.0 -0.8 0.0
C 4.346414 -4.128160 4.636358 -0.1 0.0 0.3
O 4.704426 -4.533239 5.731168 -0.4 0.5 -1.5
O 4.909956 -4.449006 3.444359 -0.5 0.3 0.8
C 6.016434 -5.343814 3.540380 0.3 -0.3 0.0
H 1.820693 -2.177740 5.264151 0.3 -0.1 -0.2
H 2.175747 -3.708536 6.087315 0.2 0.1 0.0
H 3.296843 -2.305863 6.239715 -0.1 -0.2 -0.1
H 5.704006 -6.298958 3.974800 0.1 0.2 0.1
H 6.825101 -4.896285 4.127200 -0.2 -0.1 0.0
H 6.388319 -5.531184 2.529358 -0.3 0.2 0.1
C 3.059725 0.322710 -5.761534 -0.9 -0.2 0.0
O 4.476533 0.260221 -5.610420 1.3 -0.9 -0.7
C 5.073314 -0.715705 -6.340321 -0.9 0.0 -0.1
O 4.507755 -1.504810 -7.080816 1.0 1.1 1.0
O 6.408345 -0.661452 -6.103397 -0.6 0.0 -0.1
C 7.169901 -1.638344 -6.810442 0.2 -0.2 -0.2
H 2.688475 1.137587 -5.133931 0.3 -0.2 0.0
H 2.791391 0.538913 -6.800663 0.1 -0.2 0.1
H 2.594188 -0.609671 -5.426094 0.0 0.3 -0.2
H 7.065957 -1.500597 -7.891578 -0.1 -0.1 0.2
H 6.868754 -2.649181 -6.517009 -0.1 0.2 -0.2
H 8.222202 -1.502749 -6.546156 -0.3 0.2 0.1
C -6.740777 -1.926370 1.312816 -0.3 -0.1 0.1
O -5.430445 -1.439239 1.030298 0.1 0.8 -0.3
C -5.401296 -0.190018 0.501205 0.1 0.5 -0.3
O -6.372475 0.510442 0.262380 1.2 -1.0 0.4
O -4.104315 0.144623 0.283858 -1.3 -0.6 0.4
C -3.919299 1.443554 -0.275377 0.2 0.6 -0.4
H -6.644555 -2.931854 1.731722 0.3 0.2 -0.1
H -7.237585 -1.291136 2.053216 0.0 0.0 -0.3
H -7.334746 -1.991047 0.395429 0.0 0.2 0.2
H -4.303282 2.213626 0.401512 -0.1 -0.2 -0.1
H -4.400443 1.513714 -1.256274 0.1 0.0 0.3
H -2.845895 1.605293 -0.406585 -0.2 -0.3 0.0
```
Positions in Å, forces in eV/Å.